Record 1
Formula: C2H7NOS2
Source: the OMol25 dataset
Level of theory: the ωB97M-V functional and the def2-TZVPD basis

The geometry in XYZ format:
```
13
Properties=species:S:1:pos:R:3
N -1.4548 0.8337 1.9833
C -0.0927 0.7361 2.1736
O 0.6985 1.5799 1.8380
H -1.7775 1.2013 1.1378
H -1.9813 -0.1182 2.1379
H 0.0285 -0.1413 2.8316
C 0.3672 -2.1555 -0.2742
S 0.6994 -1.0205 -1.6742
S -0.3719 0.7001 -1.1746
H -0.7245 -2.2452 -0.2584
H 0.7953 -3.1455 -0.5013
H 0.8332 -1.8647 0.7582
H 0.5359 1.4806 -0.5096
```

The charge is 0. The calculation puts the calculated total energy at -27395.23255 eV. The structure (SMILES) is NC=O.CSS. The HOMO-LUMO gap comes out at 9.72 eV.

Record 2
Formula: C10H27NO6Ti
Source: the OMol25 dataset
Level of theory: the ωB97M-V functional and the def2-TZVPD basis

The geometry in XYZ format:
```
45
Properties=species:S:1:pos:R:3
Ti -0.6238 0.3273 -0.1864
C -2.8392 -0.7983 2.1080
O -1.8441 0.1644 1.8529
C -0.7870 0.1519 2.8063
C 0.3238 1.1375 2.5347
N 1.1822 0.9013 1.3476
C 2.1615 -0.1917 1.3847
C 1.5052 -1.5600 1.3526
O 0.3142 -1.5658 0.5646
C -0.2547 -2.8692 0.5023
H -2.4782 -1.8130 1.9211
H -3.7020 -0.6190 1.4743
H -3.1662 -0.7614 3.1516
H -0.4385 -0.8801 2.9100
H -1.1919 0.4344 3.7883
H 0.8595 1.2774 3.4802
H -0.1491 2.0944 2.2911
H 1.6932 1.7638 1.2046
H 2.7977 -0.1074 2.2718
H 2.8321 -0.1706 0.5230
H 1.2471 -1.8722 2.3718
H 2.1893 -2.3266 0.9787
H -0.1233 -3.4202 1.4326
H 0.2427 -3.3858 -0.3259
H -1.3083 -2.8690 0.2310
C 0.4078 -1.5261 -3.6238
C 1.4846 -1.7763 -2.6013
O 2.3362 -0.6489 -2.4418
O -0.5015 -0.4843 -3.1671
H -0.1250 -2.4382 -3.9030
H 0.9299 -1.2129 -4.5369
H 2.1494 -2.5898 -2.8882
H 1.0295 -1.9575 -1.6280
H 1.8834 -0.0320 -1.8661
H -1.2024 -0.5972 -3.8243
C -1.1611 3.3549 -0.6325
C -0.3123 3.0651 -1.8477
O 0.6143 1.9954 -1.6763
O -2.0391 2.2783 -0.2260
H -1.8095 4.2090 -0.8475
H -0.4580 3.6419 0.1602
H 0.2213 3.9599 -2.1828
H -0.9378 2.8893 -2.7342
H 1.4565 2.1948 -2.0979
H -2.4083 2.6325 0.5936
```

The charge is +1. The spin multiplicity is 4. The calculation puts the calculated total energy at -47688.82710 eV. The HOMO-LUMO gap (spin up / spin down) comes out at 5.23 / 10.59 eV.

Record 3
Formula: C21H26BBrEuIN7O6
Source: the OMol25 dataset
Level of theory: the ωB97M-V functional and the def2-TZVPD basis

The geometry in XYZ format:
```
64
Properties=species:S:1:pos:R:3
Eu -10.1122 15.1909 -7.4240
C -15.9129 16.0048 -6.8133
C -14.6613 16.7443 -7.0732
C -14.4766 17.9705 -6.3468
C -13.2782 18.6284 -6.5908
C -12.3341 17.9968 -7.4182
Br -10.5836 18.6998 -7.2864
N -12.5038 16.8527 -8.0345
C -13.6640 16.2557 -7.8423
H -16.0655 15.4545 -7.7409
H -16.7568 16.6761 -6.5217
H -15.7604 15.2588 -5.9981
H -15.2558 18.3561 -5.7572
H -13.1071 19.6304 -6.2641
H -13.7040 15.3247 -8.4342
N -12.0895 14.3893 -5.9264
C -12.1177 14.3567 -4.7604
N -12.1913 14.2424 -3.4532
C -12.5130 15.3553 -2.5334
C -11.2665 15.9202 -1.9462
O -10.5310 14.8820 -1.2909
C -10.1510 13.8541 -2.2007
C -11.3571 13.1685 -2.8725
H -13.1194 14.8775 -1.7231
H -13.1358 16.1144 -3.1123
H -11.5341 16.7490 -1.2630
H -10.6479 16.2603 -2.8062
H -9.6342 13.0400 -1.6404
H -9.4240 14.2774 -2.9766
H -11.9258 12.6179 -2.1674
H -11.0204 12.4961 -3.7059
I -8.1790 16.1620 -4.9225
O -17.3943 17.8431 -3.8906
N -16.5960 17.2314 -3.1006
O -16.7199 15.9898 -2.9582
O -15.7141 17.8728 -2.4227
C -8.9633 10.6150 -4.4637
C -9.6927 10.5128 -5.7458
C -10.6760 9.3762 -5.7388
O -10.3270 11.7994 -6.0675
B -9.7586 12.4083 -7.1358
O -8.7393 11.5858 -7.6638
C -8.5748 10.4065 -6.9278
C -7.0944 10.3053 -6.5853
C -8.9310 9.1893 -7.8590
H -9.6911 10.5986 -3.5745
H -8.3502 11.4816 -4.3743
H -8.2651 9.8359 -4.3148
H -11.3646 9.4775 -4.8755
H -10.3179 8.3758 -5.6069
H -11.2726 9.3670 -6.6367
H -6.7118 11.0458 -5.8598
H -6.5201 10.3868 -7.5499
H -6.8027 9.3600 -6.1299
H -9.9252 9.3851 -8.2310
H -8.9282 8.1555 -7.5543
H -8.4354 9.3652 -8.8497
N -9.5714 16.1266 -9.8344
C -9.6610 16.6574 -10.8721
C -9.8807 17.3103 -12.1503
C -9.8175 16.5820 -13.3308
N -9.6817 15.9513 -14.2844
C -9.9867 18.7683 -12.2131
N -10.0718 19.9093 -12.4169
```

The charge is -2. The spin multiplicity is 8. The calculation puts the calculated total energy at -143063.13481 eV. The HOMO-LUMO gap (spin up / spin down) comes out at 6.31 / 6.30 eV.

Record 4
Formula: CH8N3
Source: the OMol25 dataset
Level of theory: the ωB97M-V functional and the def2-TZVPD basis

The geometry in XYZ format:
```
12
Properties=species:S:1:pos:R:3
N 0.6693 -1.2498 -0.9805
N 0.6816 -0.8143 0.3678
C 0.4717 0.5651 0.4481
N -1.1332 0.9683 0.2163
H 0.3658 -2.2640 -0.9821
H 1.6573 -1.1394 -1.4061
H 0.2593 -1.3715 1.0399
H 0.7192 0.9605 1.3664
H 0.8382 1.1109 -0.3854
H -1.4167 1.8749 -0.2632
H -1.7178 0.9933 1.1235
H -1.3947 0.3660 -0.5445
```

The charge is +1. The calculation puts the calculated total energy at -5628.67213 eV. The structure (SMILES) is NNC[NH3+]. The HOMO-LUMO gap comes out at 9.77 eV.

Record 5
Formula: C10H13N2OS
Source: the OMol25 dataset
Level of theory: the ωB97M-V functional and the def2-TZVPD basis

The geometry in XYZ format:
```
27
Properties=species:S:1:pos:R:3
C -1.1924 -0.1190 0.3260
C -0.1687 0.7565 0.9564
C -0.9131 -1.5197 0.6809
C 1.8359 -0.4620 0.1749
C -0.5896 1.5338 1.9628
C -4.6251 -0.2473 -1.2000
C -2.3542 0.3512 -0.1965
C -3.4029 -0.5486 -0.7323
C 1.7659 2.0950 0.1023
C 3.4554 -1.8261 -0.9237
N 1.1267 0.7440 0.3483
N 2.8545 -0.5009 -0.5859
O -1.5377 -2.4371 1.0026
S 1.0463 -1.9038 0.7820
H 0.0615 2.0846 2.5673
H -1.6517 1.3021 2.3554
H -5.1268 -0.9560 -1.7779
H -5.1539 0.6925 -0.9364
H -2.4587 1.4474 -0.1457
H -3.0473 -1.5429 -0.7925
H 1.2552 2.8085 0.6392
H 2.7485 2.0854 0.4420
H 1.6752 2.4533 -0.8822
H 4.5490 -1.8066 -0.9770
H 3.2384 -2.2322 -1.9003
H 3.3594 -2.5453 -0.1595
H 3.2502 0.2932 -1.1304
```

The charge is +1. The calculation puts the calculated total energy at -26434.35901 eV. The HOMO-LUMO gap comes out at 8.47 eV.

Record 6
Formula: C4H4N2
Source: the OMol25 dataset
Level of theory: the ωB97M-V functional and the def2-TZVPD basis

The geometry in XYZ format:
```
10
Properties=species:S:1:pos:R:3
C 2.0278 -0.7849 0.1965
C 1.0337 -1.6895 0.1041
C 1.9906 0.5686 -0.0894
C 0.6275 0.6427 0.0406
N 0.0849 -0.5850 -0.0212
N -1.3498 -0.7705 0.1116
H 2.7999 1.2374 0.1036
H -0.1864 1.4421 0.0179
H -1.6132 -1.6240 -0.3924
H -1.5232 -1.1963 1.0583
```

The charge is 0. The calculation puts the calculated total energy at -7185.67676 eV. The HOMO-LUMO gap (spin up / spin down) comes out at 7.45 / 7.45 eV.

Q: Look up the charge of the fourth one.
A: +1